Record 1
{
  "formula": "C15H21NO7",
  "method": "the ωB97M-V functional and the def2-TZVPD basis",
  "species": ["O", "O", "O", "O", "O", "O", "O", "C", "C", "C", "C", "N", "C", "C", "C", "C", "C", "C", "C", "C", "C", "C", "C", "H", "H", "H", "H", "H", "H", "H", "H", "H", "H", "H", "H", "H", "H", "H", "H", "H", "H", "H", "H", "H"],
  "positions_angstrom": [[2.575811, 3.735273, -2.812545], [-1.698266, 3.418938, -2.309719], [0.280521, 0.882213, 3.430405], [1.539968, -1.288075, 1.638111], [2.482174, 0.800175, 1.262749], [-0.674112, -0.527965, -0.655683], [-2.160078, -0.975191, 0.792704], [1.696426, 3.506527, -2.008101], [-0.627331, 3.325470, -1.764401], [-2.539072, -4.360998, -0.371298], [-2.090844, -3.113723, -0.068583], [0.456614, 3.683108, -2.483359], [2.406038, -0.532982, 0.736456], [-2.982625, -1.909001, 0.154880], [0.335502, -3.087526, -0.971916], [1.973259, 3.015548, -0.617152], [-0.489484, 2.746568, -0.337034], [0.133540, 0.688989, 2.023293], [0.182461, -0.838115, 1.715396], [1.201415, 1.488957, 1.262116], [-0.782231, -1.284588, 0.542884], [-0.628302, -2.793738, 0.218839], [0.869560, 2.008722, -0.172202], [1.153433, 0.586979, 3.700707], [-1.457255, -0.701931, -1.222189], [-1.859453, -5.208937, -0.418933], [-3.604290, -4.513478, -0.566077], [0.343669, 3.921301, -3.434039], [3.434263, -1.002373, 0.743959], [1.985969, -0.584245, -0.262195], [-3.860673, -2.140530, 0.775494], [-3.291536, -1.513281, -0.812008], [0.020599, -2.612696, -1.929835], [1.317825, -2.733065, -0.740916], [0.374551, -4.134749, -1.136678], [1.993538, 3.885127, 0.008410], [2.943526, 2.532252, -0.588412], [-1.283316, 2.015852, -0.115054], [-0.561793, 3.579411, 0.415783], [-0.852213, 1.092819, 1.727518], [-0.237267, -1.355458, 2.590043], [1.318909, 2.446301, 1.852524], [-0.262060, -3.324966, 1.112722], [0.922630, 1.177081, -0.906659]],
  "forces_ev_per_a": [[1.1, 0.0, 0.2], [-1.1, 0.0, 0.1], [-0.4, 0.2, -0.4], [0.3, -0.1, -1.0], [-0.2, -0.4, -0.6], [1.8, 0.4, -1.0], [0.5, -0.4, 2.9], [2.6, 0.0, -1.3], [-2.0, -0.7, 0.5], [0.2, 1.9, 0.3], [-0.5, -2.9, -0.1], [-0.5, -0.5, 2.3], [-0.6, 0.2, 1.8], [0.4, -0.9, -0.2], [-1.3, 1.1, 0.0], [-1.0, -1.1, -0.1], [0.9, -0.2, 0.6], [-0.1, -0.4, -0.3], [-0.7, 0.9, -0.6], [0.1, 1.0, -0.3], [-0.3, 0.6, -1.4], [-0.6, 0.6, -0.3], [0.5, 0.4, -0.4], [0.2, -0.1, -0.1], [0.8, 0.1, 0.7], [-0.2, 0.2, -0.1], [0.4, -0.2, 0.1], [-0.1, 0.4, -1.0], [-1.3, 0.7, 0.3], [-0.1, 0.3, -0.3], [0.3, 0.2, -0.3], [-0.5, 0.1, -0.2], [0.0, -0.3, 0.8], [0.7, 0.2, 0.2], [0.1, -1.0, -0.1], [0.0, 0.5, 0.7], [0.1, 0.2, -0.2], [-0.1, 0.6, -0.6], [0.0, -0.6, -0.7], [0.4, -0.3, 0.5], [0.1, 0.2, -0.2], [0.3, -1.1, -0.3], [-0.2, 0.1, -0.3], [-0.3, 0.4, 0.5]],
  "smiles": "C=C1CO[C@@](O)([C@H]2OCO[C@@H](C3CC(=O)NC(=O)C3)[C@@H]2O)[C@@H]1C",
  "lumo_ev": 0.500,
  "e_homo_ev": -9.70,
  "max_force_ev_per_a": 3.0,
  "relative_energy_ev": 0.000,
  "energy_ha": -1165.57562,
  "gap_ha": 0.375
}

Record 2
{
  "formula": "C15H22Cl2IrN2O4",
  "method": "the ωB97M-V functional and the def2-TZVPD basis",
  "species": ["Ir", "C", "C", "O", "C", "C", "O", "C", "C", "O", "C", "C", "O", "H", "H", "H", "H", "H", "H", "H", "H", "H", "H", "H", "H", "H", "H", "H", "H", "Cl", "C", "Cl", "H", "H", "N", "C", "C", "C", "C", "N", "C", "C", "H", "H", "H", "H"],
  "positions_angstrom": [[0.286847, -0.300750, 0.184607], [1.941713, 2.121072, 0.738487], [0.555260, 2.627858, 1.012648], [-0.312555, 1.738017, 0.224279], [-1.776904, 1.927443, 0.310658], [-2.284487, 0.952392, 1.306236], [-1.690027, -0.351517, 0.908213], [-1.846026, -1.385233, 1.960102], [-0.710760, -1.206316, 2.928678], [0.492792, -1.173078, 2.081233], [1.784801, -0.966178, 2.748843], [2.139156, 0.462143, 2.510029], [1.971729, 0.686993, 1.055052], [2.678081, 2.629518, 1.365662], [2.247668, 2.209983, -0.301323], [0.412972, 3.640632, 0.632240], [0.263159, 2.576308, 2.061428], [-2.153384, 1.718416, -0.689174], [-1.985915, 2.964473, 0.574101], [-3.368099, 0.835358, 1.279832], [-1.948839, 1.177392, 2.318807], [-1.808778, -2.335594, 1.436361], [-2.825416, -1.255406, 2.420762], [-0.625109, -2.056388, 3.605116], [-0.765775, -0.278097, 3.499648], [2.486958, -1.649448, 2.269327], [1.695407, -1.218021, 3.804343], [3.183303, 0.678175, 2.744801], [1.482426, 1.143577, 3.049369], [1.867810, -1.997189, -0.467569], [1.222400, -3.887808, -0.792729], [-0.330917, -4.146213, -0.174043], [2.010686, -4.396771, -0.245570], [1.296869, -3.925250, -1.873782], [-1.161709, 0.464724, -7.045295], [-0.930951, 0.375156, -5.913365], [-0.646216, 0.267630, -4.530827], [-0.112989, 1.355942, -3.822819], [0.151703, 1.223527, -2.478500], [-0.074078, 0.062812, -1.815058], [-0.567625, -1.003029, -2.503631], [-0.879337, -0.934015, -3.839351], [0.095618, 2.294025, -4.323668], [0.568134, 2.047612, -1.919922], [-0.737780, -1.918006, -1.945563], [-1.291794, -1.796865, -4.348689]],
  "forces_ev_per_a": [[-0.1, 1.9, 0.4], [0.1, 0.4, 0.0], [0.0, -0.1, -0.1], [-0.3, -0.8, 0.2], [0.1, 0.1, -0.4], [0.1, 0.0, 0.2], [0.3, -0.5, -0.3], [0.1, -0.1, 0.0], [0.0, 0.0, -0.1], [-0.1, 0.0, 0.0], [0.2, -0.2, -0.2], [0.1, -0.2, 0.3], [-0.2, -0.3, -0.7], [0.1, -0.1, 0.0], [0.0, 0.0, 0.0], [0.0, 0.0, 0.0], [0.0, 0.1, 0.0], [0.0, 0.1, 0.0], [0.0, 0.0, 0.0], [0.0, 0.0, -0.1], [-0.1, 0.0, 0.0], [0.0, 0.0, 0.0], [0.0, 0.0, 0.0], [0.0, 0.0, 0.0], [0.0, 0.0, 0.1], [-0.1, 0.0, 0.1], [0.0, 0.0, 0.1], [0.0, 0.0, 0.0], [0.0, 0.1, 0.0], [-0.5, 0.1, 0.2], [0.0, -0.2, 0.0], [0.0, 0.0, -0.1], [0.0, 0.0, 0.0], [0.0, 0.0, 0.0], [0.2, -0.1, 0.8], [-0.2, 0.1, -1.0], [0.0, 0.0, 0.2], [0.0, 0.0, 0.2], [0.1, 0.1, -0.2], [0.3, -0.2, 0.4], [-0.1, -0.1, -0.1], [0.0, 0.1, 0.1], [0.0, 0.0, 0.0], [0.0, 0.0, -0.1], [0.0, 0.0, 0.0], [0.0, 0.0, 0.0]],
  "charge": 4,
  "lumo_ev": [-17.119, -17.651],
  "e_homo_ev": [-22.23, -22.04],
  "max_force_ev_per_a": 1.9,
  "multiplicity": 2,
  "energy_ha": -2018.08127,
  "gap_ha": [0.188, 0.161]
}

Record 3
{
  "formula": "C15H22N13O3STi",
  "method": "the ωB97M-V functional and the def2-TZVPD basis",
  "species": ["Ti", "N", "C", "S", "N", "N", "C", "C", "C", "C", "C", "C", "N", "H", "H", "H", "H", "H", "H", "H", "C", "O", "C", "C", "O", "C", "C", "O", "C", "H", "H", "H", "H", "H", "H", "H", "H", "H", "H", "H", "H", "H", "H", "N", "C", "N", "N", "N", "N", "C", "N", "N", "N", "N", "H"],
  "positions_angstrom": [[0.184144, 0.041729, 0.811121], [-0.653228, -3.719402, 3.160029], [-0.086417, -2.608175, 2.551611], [-0.759946, -1.062567, 2.917807], [0.895338, -2.845070, 1.738356], [1.347428, -1.687760, 1.129276], [2.526284, -1.789317, 0.552735], [2.996239, -0.626399, -0.084531], [4.238776, -0.522548, -0.742173], [4.609788, 0.669559, -1.293585], [3.736185, 1.776704, -1.183794], [2.539416, 1.609925, -0.545313], [2.138213, 0.436485, -0.013813], [-1.107559, -3.517547, 4.031673], [-0.028896, -4.513348, 3.188663], [3.075898, -2.720831, 0.560335], [4.878127, -1.396499, -0.790425], [5.560222, 0.770306, -1.801452], [3.995012, 2.744232, -1.590780], [1.840831, 2.428871, -0.440982], [1.186665, -0.502922, -3.099527], [0.698181, -1.210319, -1.980589], [-0.442622, -1.971756, -2.276166], [-0.932042, -2.539124, -0.976191], [-1.418006, -1.505715, -0.114676], [-2.800857, -1.571544, 0.243492], [-3.466564, -0.217627, 0.194283], [-2.924278, 0.609942, 1.192345], [-3.445522, 1.922530, 1.136597], [0.419744, 0.163272, -3.504386], [1.519463, -1.199977, -3.879702], [2.038405, 0.089352, -2.765789], [-0.191306, -2.796325, -2.959736], [-1.207645, -1.343954, -2.736823], [-0.122213, -3.056009, -0.461124], [-1.729417, -3.260579, -1.162282], [-2.875894, -1.987814, 1.247650], [-3.318261, -2.228258, -0.459718], [-4.542532, -0.361857, 0.364187], [-3.329833, 0.233320, -0.792035], [-4.521715, 1.921024, 1.346129], [-3.276759, 2.382432, 0.157665], [-2.935864, 2.509342, 1.900375], [-0.351195, 3.527515, 0.472288], [0.139574, 3.080104, 1.680966], [0.438008, 3.903373, 2.663389], [0.921086, 3.084713, 3.634508], [0.890062, 1.860028, 3.264128], [0.387945, 1.804978, 1.990491], [-0.838893, 2.741675, -0.539736], [-1.461859, 3.256173, -1.586339], [-1.759348, 2.182812, -2.352628], [-1.350611, 1.099042, -1.800806], [-0.741016, 1.410689, -0.615166], [-0.580738, 4.503111, 0.420152]],
  "forces_ev_per_a": [[-0.4, -0.4, 0.4], [0.1, -0.1, -0.1], [-0.1, 0.0, 0.0], [0.2, 0.2, 0.0], [0.0, 0.1, 0.0], [0.1, -0.2, -0.3], [-0.1, 0.1, -0.1], [0.1, -0.1, 0.0], [0.0, 0.0, 0.0], [0.0, 0.1, 0.0], [0.1, 0.1, -0.1], [-0.2, -0.1, 0.1], [-0.1, 0.1, 0.1], [-0.1, 0.1, 0.1], [0.0, 0.0, 0.0], [0.0, -0.1, 0.1], [0.0, 0.0, 0.0], [0.0, 0.0, 0.0], [0.0, 0.0, 0.0], [0.0, 0.1, 0.0], [0.1, 0.0, 0.0], [0.1, 0.1, -0.1], [0.1, 0.0, 0.0], [-0.2, -0.2, 0.2], [0.2, 0.3, -0.2], [0.0, 0.0, 0.0], [0.1, -0.1, 0.0], [0.0, 0.1, 0.1], [0.1, 0.0, 0.0], [0.0, 0.0, 0.0], [0.0, 0.0, 0.0], [0.0, 0.0, 0.0], [0.0, 0.0, 0.0], [-0.1, 0.1, -0.1], [0.0, 0.0, 0.0], [-0.1, 0.0, 0.0], [0.0, 0.0, 0.1], [0.0, 0.0, 0.0], [-0.1, 0.0, 0.0], [0.0, 0.0, -0.1], [0.0, 0.0, 0.0], [0.0, 0.0, 0.0], [0.0, 0.0, 0.0], [0.0, -0.1, 0.0], [0.0, -0.1, 0.1], [0.1, -0.1, 0.2], [-0.1, 0.1, 0.0], [-0.1, 0.1, -0.3], [0.0, 0.1, 0.0], [0.0, -0.2, -0.1], [-0.1, -0.1, -0.2], [0.0, 0.1, 0.1], [0.1, 0.2, 0.2], [0.1, 0.0, -0.1], [0.0, 0.1, 0.0]],
  "charge": -1,
  "lumo_ev": [2.768, 2.406],
  "e_homo_ev": [-3.20, -4.95],
  "max_force_ev_per_a": 0.7,
  "relative_energy_ev": 0.138,
  "multiplicity": 3,
  "energy_ha": -2770.10784,
  "gap_ha": [0.219, 0.270]
}

Record 4
{
  "formula": "C15H22N2O4",
  "method": "the ωB97M-V functional and the def2-TZVPD basis",
  "species": ["C", "C", "C", "C", "C", "C", "C", "C", "C", "C", "C", "C", "C", "C", "C", "H", "H", "H", "H", "H", "H", "H", "H", "H", "H", "H", "H", "H", "H", "H", "H", "H", "H", "H", "H", "H", "H", "N", "N", "O", "O", "O", "O"],
  "positions_angstrom": [[1.812855, 0.078250, 1.152426], [1.229080, 1.449916, 0.607702], [2.845509, -0.629381, 0.190357], [2.378991, -0.735757, -1.228907], [4.271332, 0.009482, 0.162051], [5.334363, -1.039372, -0.194015], [-1.106544, 2.089500, -0.313251], [-2.265510, 2.921158, 0.291603], [-1.556309, 1.198728, -1.444317], [-2.485420, 0.074698, -0.919180], [-3.820147, 0.365088, -0.669918], [-1.907985, -1.096075, -0.589783], [-4.673223, -0.554363, -0.023519], [-2.748687, -2.119634, -0.008912], [-4.124935, -1.806545, 0.294209], [0.649253, -1.634690, 0.943576], [0.706353, -1.074159, 2.419466], [2.229787, 0.317356, 2.183117], [3.013975, -1.664802, 0.664371], [1.272617, -0.954581, -1.163448], [2.432368, 0.267072, -1.604058], [2.929524, -1.374973, -1.954190], [4.432425, 0.496877, 1.146817], [4.282727, 0.641370, -0.739136], [6.066037, -1.445998, 0.523692], [4.863754, -1.938652, -0.563039], [6.010657, -0.689708, -1.002332], [-0.431410, 0.536769, 0.973274], [-0.329936, 2.676249, -0.791813], [-2.268225, 1.694019, -2.094620], [-0.800795, 0.765831, -2.063443], [-4.249244, 1.365212, -0.894668], [-0.858416, -1.306623, -0.610488], [-5.784431, -0.609042, -0.002101], [-2.449452, -3.053294, 0.364665], [-5.699810, -2.630438, 0.966189], [-1.232734, 2.649707, 1.829535], [0.604612, -0.751834, 1.411271], [-0.240147, 1.519027, 0.814039], [1.750626, 2.362797, -0.075570], [-3.122321, 3.425344, -0.431992], [-4.777109, -2.867488, 0.831923], [-2.184054, 3.072941, 1.612412]],
  "forces_ev_per_a": [[-0.1, 0.9, 0.2], [-1.7, 2.7, -2.9], [1.6, -1.0, 1.8], [-2.1, -0.2, -0.1], [-0.4, -0.5, 0.3], [1.3, -0.5, -0.5], [2.1, 0.6, 0.5], [-0.3, 0.9, -1.5], [-2.8, -1.7, 0.8], [0.9, 2.4, -0.5], [-1.8, 0.2, 0.6], [-2.0, -4.0, 2.1], [0.2, -1.8, -0.8], [-1.3, 3.4, -0.1], [3.0, -0.3, -1.1], [0.2, -0.5, -0.8], [-0.6, 0.7, -1.5], [0.1, -0.2, -1.5], [-0.5, 1.3, -0.6], [1.0, -0.3, -0.8], [-0.1, 0.6, -0.5], [-0.4, 0.1, 1.0], [0.3, 0.2, -0.9], [-0.1, 0.8, 1.1], [-0.6, 0.6, 0.5], [-0.3, -0.3, -0.4], [-0.6, 0.0, 0.3], [-0.9, -0.2, 0.6], [-0.4, 1.3, 0.0], [0.5, 1.0, -0.2], [0.9, 0.0, -0.1], [0.6, -0.8, -0.1], [0.3, 0.2, -0.6], [0.8, 1.2, 0.2], [0.8, -1.1, 0.1], [-0.1, -0.1, 0.1], [-2.4, 0.7, -0.4], [1.4, -1.2, 2.9], [1.1, -0.5, -1.3], [-0.4, -3.1, 2.4], [1.3, -0.9, 1.6], [-0.7, 0.2, 0.2], [2.1, -0.8, -0.1]],
  "smiles": "CC[C@H](C)[C@H](N)C(=O)N[C@@H](Cc1ccc(O)cc1)C(=O)O",
  "lumo_ev": 0.297,
  "e_homo_ev": -8.49,
  "max_force_ev_per_a": 5.0,
  "relative_energy_ev": 3.465,
  "energy_ha": -995.19422,
  "gap_ha": 0.323
}